Here is a cluster of 4 separate species, CH11NO4 in total at a distorted geometry from the OMol25 dataset. Energies are from ωB97M-V with the def2-TZVPD basis set.

Cartesian coordinates (Å):
N: -0.234 -2.652 -0.683
C: 0.927 -1.858 -0.306
O: 0.447 -0.459 0.137
H: -0.726 -3.309 -0.078
H: -0.830 -2.348 -1.444
H: 1.529 -1.823 -1.210
H: 1.590 -2.388 0.397
H: 1.132 0.121 0.513
H: -2.730 -0.166 -1.034
H: -1.244 0.183 -0.968
O: -2.133 0.462 -1.176
H: 0.047 1.127 2.714
H: 0.797 2.375 2.928
O: 0.870 1.549 2.447
H: 0.549 3.725 -0.642
H: -0.452 2.613 -0.707
O: 0.461 2.848 -0.890

Values from the calculation:
**Molecular weight**: 101.10 g mol⁻¹
**Charge**: +1
**⟨S²⟩**: 0.76
**E_LUMO (alpha / beta)**: -3.992 / -9.746 eV
**Multiplicity**: 2

Results of the natural (NBO) charge analysis, in e, for atoms 1 through 6:
1. N -0.19
2. C 0.00
3. O -0.70
4. H 0.43
5. H 0.42
6. H 0.26